{"formula": "C8H13O", "method": "ωB97M-V/def2-TZVPD", "homo_lumo_gap_ev": 6.8, "energy_ha": -387.405823, "charge": 1, "species": ["C", "C", "C", "C", "C", "C", "C", "C", "O", "H", "H", "H", "H", "H", "H", "H", "H", "H", "H", "H", "H", "H"], "positions_angstrom": [[0.82710, 0.94320, 0.15981], [1.69590, 0.19829, 0.53148], [-0.25231, 1.85435, -0.07587], [-1.60996, 1.28199, -0.35005], [-2.27140, 0.40199, 0.68783], [-2.21147, -0.77366, -0.17438], [-1.09561, -1.68996, -0.26659], [3.99948, -0.75568, 0.16672], [2.61921, -0.71593, 0.69912], [-0.33751, 2.45159, 0.92080], [0.08554, 2.42826, -0.93520], [-2.41013, 1.81096, -0.75364], [-1.39465, 0.75602, -1.30813], [-1.71057, 0.31172, 1.65763], [-3.27335, 0.71257, 0.92131], [-2.96435, -0.98472, -1.03369], [-1.43730, -2.65149, -0.04396], [-0.34660, -1.42115, 0.37302], [-0.72394, -1.60550, -1.31975], [3.97074, -0.72209, -0.97830], [4.56565, -0.05874, 0.70159], [4.27553, -1.77202, 0.42022]], "forces_ev_per_a": [[0.268, -1.329, 0.570], [1.800, -0.760, -1.105], [0.057, 2.124, 2.633], [0.989, -1.757, -2.073], [-0.287, -1.948, 2.078], [-0.719, 0.524, -1.720], [-0.369, 1.505, -2.065], [-2.218, -1.290, -2.018], [-0.815, 0.150, 0.569], [0.131, -0.218, -1.965], [-0.480, 0.733, 0.145], [-0.943, 2.152, -0.277], [-0.146, -0.728, 0.054], [-0.158, -0.030, -1.136], [-0.362, 0.274, -0.077], [0.712, 0.834, 1.844], [-0.683, -1.898, -0.013], [2.055, 0.512, 1.719], [-0.272, -0.651, 0.699], [0.182, 0.570, 1.718], [0.991, 1.207, 0.273], [0.265, 0.024, 0.150]]}



{"formula": "C8H13O2S3", "method": "ωB97M-V/def2-TZVPD", "homo_lumo_gap_ev": 6.5, "energy_ha": -1657.692384, "charge": -1, "species": ["C", "C", "C", "C", "C", "C", "C", "C", "O", "O", "S", "S", "S", "H", "H", "H", "H", "H", "H", "H", "H", "H", "H", "H", "H", "H"], "positions_angstrom": [[-2.15286, -1.26758, 1.32749], [-0.70881, 1.46912, 0.98829], [2.09711, -2.33144, -2.43175], [-0.99417, 2.15737, 3.36096], [1.54538, -0.92787, -1.94147], [0.03679, -1.04177, -1.42349], [-0.64774, 0.27338, -1.55207], [-0.15265, 2.06981, 2.16972], [-1.62835, -1.37899, 2.38326], [-2.63265, -1.76730, 0.37878], [-2.40171, 0.96061, 0.91315], [1.54588, 2.62542, 2.15709], [0.21639, 1.55869, -0.62543], [2.73537, -2.70497, -1.69454], [2.88975, -2.32418, -3.26616], [1.20112, -3.00379, -2.83917], [-0.59335, 2.20104, 4.34892], [-1.64765, 3.05128, 3.45197], [-1.68831, 1.30009, 3.49857], [1.56232, -0.32448, -2.80171], [2.13386, -0.42083, -1.22287], [0.18400, -1.33677, -0.39052], [-0.52761, -1.80378, -1.93656], [-0.43948, 0.58244, -2.56909], [-1.70195, 0.15192, -1.19265], [1.76931, 2.23259, 0.90929]], "forces_ev_per_a": [[0.304, 0.534, 0.732], [0.792, 1.906, 2.071], [-0.999, 0.562, -2.292], [-2.109, 0.080, 1.686], [-1.727, -2.634, -1.180], [2.842, -0.132, 0.236], [0.008, -0.129, 0.524], [-0.722, -2.114, -4.128], [0.340, 0.002, 0.501], [-0.693, -0.922, -1.276], [0.663, 0.492, 0.137], [-0.567, 0.205, 0.784], [-1.079, 0.102, 1.448], [0.141, -1.550, 1.687], [-1.432, 0.688, 0.588], [2.150, 1.146, 1.314], [1.661, -0.069, 0.556], [0.117, -0.175, -0.855], [0.419, 0.417, -0.775], [-0.204, 1.158, -1.237], [0.737, 0.074, 0.868], [-0.626, -0.177, 0.372], [-0.052, -0.389, -0.295], [-0.919, 0.266, -0.485], [0.717, 0.774, -0.705], [0.236, -0.115, -0.276]]}



{"formula": "C8H13PS", "method": "ωB97M-V/def2-TZVPD", "homo_lumo_gap_ev": 8.6, "energy_ha": -1052.010195, "charge": 0, "species": ["C", "C", "C", "C", "C", "C", "C", "C", "P", "S", "H", "H", "H", "H", "H", "H", "H", "H", "H", "H", "H", "H", "H"], "positions_angstrom": [[-0.40047, 0.77763, -1.05745], [0.62984, 0.30886, 1.19187], [-1.27550, 0.95868, -0.02970], [-0.65460, 0.79136, 1.28402], [-2.66620, 1.42947, -0.26983], [-1.17604, 1.17930, 2.59811], [3.36794, -1.63959, -2.50476], [1.28086, -1.60460, -0.59978], [1.18780, 0.25091, -0.43989], [1.75973, -2.36145, -2.16430], [-0.63216, 0.83347, -2.12190], [1.22955, -0.10868, 1.97745], [-2.97211, 0.55789, -0.83671], [-2.72872, 2.38795, -0.82685], [-3.22016, 1.44838, 0.65483], [-1.34360, 2.28829, 2.74083], [-0.50582, 0.91192, 3.58351], [-2.23267, 0.79593, 2.76399], [3.38367, -0.91932, -3.26387], [4.01586, -2.59772, -2.67538], [3.83522, -1.15441, -1.69321], [0.30080, -1.98733, -0.12530], [2.48547, -2.03889, 0.48729]], "forces_ev_per_a": [[-0.422, -1.318, 0.028], [-1.428, -0.045, 0.579], [1.389, 1.611, -0.415], [2.551, -0.643, 0.228], [0.329, -0.398, -0.089], [-1.478, 0.611, 3.517], [1.097, -3.233, 0.382], [1.468, -1.101, 2.644], [1.244, 0.038, -1.194], [-0.879, 0.428, 0.689], [-0.080, 0.170, 0.392], [0.046, 0.360, 0.548], [-1.223, 0.379, -0.539], [-0.055, -0.774, 0.337], [-0.377, 0.265, 0.179], [0.403, -0.877, -0.570], [-1.523, 0.231, -2.809], [1.198, 0.084, 0.021], [-0.134, 0.567, -1.563], [-0.884, 2.054, -0.299], [0.120, 0.389, 1.496], [1.725, -0.024, -1.063], [-3.088, 1.226, -2.497]]}



{"formula": "C8H13PSi", "method": "ωB97M-V/def2-TZVPD", "homo_lumo_gap_ev": 8.4, "energy_ha": -943.323002, "charge": 0, "species": ["C", "C", "C", "C", "C", "C", "C", "C", "Si", "P", "H", "H", "H", "H", "H", "H", "H", "H", "H", "H", "H", "H", "H"], "positions_angstrom": [[3.15627, 1.39949, -0.00741], [1.99081, 1.36237, -0.58373], [3.97691, 0.30772, 0.46241], [3.58103, -0.95803, 0.42276], [0.95542, -0.47710, -0.32748], [-1.51107, 1.45586, -0.24910], [-1.21906, -1.20867, 1.61934], [-1.95836, -1.44471, -1.25507], [-0.94113, -0.30980, -0.09021], [2.03373, -1.69766, 0.00688], [3.66133, 2.38743, -0.14901], [1.56010, 2.05821, -1.30276], [4.88671, 0.55530, 0.95039], [4.13257, -1.75363, 1.00827], [-1.93563, 1.73641, 0.74516], [-0.80860, 2.20930, -0.46433], [-2.32462, 1.72815, -0.85866], [-0.95736, -2.27604, 1.21354], [-0.49306, -0.91250, 2.40707], [-2.33816, -1.15582, 1.87451], [-2.96622, -1.72414, -0.73064], [-2.09013, -0.97389, -2.23424], [-1.52884, -2.46965, -1.39786]], "forces_ev_per_a": [[2.199, 1.584, -0.955], [-3.610, -4.201, -0.099], [-1.105, 0.415, 0.581], [0.604, -1.791, 1.124], [1.672, 3.972, -0.694], [-0.666, -0.052, 2.142], [-0.304, -0.597, -1.662], [-0.786, -1.033, 1.053], [0.272, -1.561, 0.087], [-1.183, -0.203, -0.014], [-0.092, -0.788, 0.308], [-0.183, -0.039, 0.705], [0.734, 0.235, 0.256], [0.031, 1.070, -1.034], [0.504, -0.181, -0.294], [1.405, 0.658, -0.135], [-1.167, -0.450, -1.290], [-0.535, 1.657, 1.173], [-0.834, -0.256, -0.365], [1.791, -0.171, 0.031], [1.482, 0.990, -1.088], [-0.330, -0.223, 0.147], [0.101, 0.965, 0.022]]}



{"formula": "C8H14", "method": "ωB97M-V/def2-TZVPD", "homo_lumo_gap_ev": 5.4, "energy_ha": -313.037319, "charge": 0, "species": ["C", "C", "C", "C", "C", "C", "C", "C", "H", "H", "H", "H", "H", "H", "H", "H", "H", "H", "H", "H", "H", "H"], "positions_angstrom": [[2.63124, -0.27230, 1.48695], [1.17116, -0.06009, 1.05970], [0.93201, -0.54932, -0.31067], [-0.10424, 0.00913, -1.20851], [-1.31513, 0.35359, -0.40241], [-2.16401, -0.63559, 0.03934], [-3.35706, -0.52882, 0.70279], [0.36296, 1.26783, -1.99800], [3.24956, 0.34434, 0.82573], [2.87455, -1.31368, 1.26261], [2.92094, -0.03496, 2.50376], [0.82910, 0.97974, 1.20642], [0.52363, -0.49940, 1.84197], [-0.41082, -0.71067, -1.97391], [1.19480, -1.56303, -0.59109], [-1.30746, 1.27842, 0.17147], [-1.77489, -1.64744, -0.03919], [-3.73813, -1.44679, 1.14046], [-4.08046, 0.27135, 0.77451], [1.27967, 1.14240, -2.57751], [-0.38405, 1.64257, -2.69834], [0.66663, 1.97271, -1.21608]], "forces_ev_per_a": [[0.138, 0.077, -1.220], [0.018, 0.586, 1.490], [-2.056, -0.096, 0.163], [-0.033, 2.103, -2.194], [2.243, 0.218, 0.017], [-1.867, -1.150, 1.684], [0.376, -1.067, -0.267], [0.746, -0.250, 0.676], [0.142, -0.133, 0.122], [0.213, 0.007, 0.233], [-0.428, 0.004, 0.250], [0.403, 0.076, -0.564], [0.079, -0.619, -0.363], [0.224, -0.378, 0.271], [0.309, -0.247, 0.554], [-0.169, 0.253, -0.503], [-0.190, -0.071, -0.143], [-0.123, -0.055, -0.300], [0.668, 0.633, 0.030], [0.043, -0.526, -0.021], [-0.287, 0.164, 0.414], [-0.448, 0.472, -0.330]]}



{"formula": "C8H14", "method": "ωB97M-V/def2-TZVPD", "homo_lumo_gap_ev": 6.6, "energy_ha": -313.014717, "charge": 0, "species": ["C", "C", "C", "C", "C", "C", "C", "C", "H", "H", "H", "H", "H", "H", "H", "H", "H", "H", "H", "H", "H", "H"], "positions_angstrom": [[1.82311, 0.81682, -1.54883], [2.59750, 0.17523, -0.26356], [1.61085, -0.73174, 0.44142], [0.37320, 0.03230, 0.90485], [-0.25310, -0.30991, 2.13518], [-3.28309, -0.04138, -0.54970], [-1.98147, 0.60977, -0.02324], [-0.89588, -0.24971, 0.32147], [1.16110, 1.58887, -1.23333], [1.35999, 0.01509, -2.03242], [2.52017, 1.34540, -2.14194], [2.95144, 0.87837, 0.53442], [3.57315, -0.28844, -0.54955], [2.10372, -1.28941, 1.28096], [1.30879, -1.47993, -0.29627], [-0.31697, -1.32849, 2.54679], [-0.82796, 0.39721, 2.74389], [-3.97011, 0.76705, -0.86232], [-3.87981, -0.65339, 0.11808], [-3.13123, -0.74794, -1.42500], [-1.91351, 1.74786, -0.07763], [-0.92991, -1.25363, -0.02325]], "forces_ev_per_a": [[2.422, 0.158, 3.193], [0.160, 1.420, -0.407], [-0.192, -0.994, 0.557], [1.893, -0.823, 2.393], [0.245, 0.214, -0.324], [0.216, 0.526, -0.947], [1.156, -1.620, -0.229], [-3.698, 4.035, -2.105], [-1.018, 0.168, 0.436], [-0.844, -0.956, -1.025], [0.893, 0.142, -1.055], [-0.550, 0.236, -1.016], [-1.046, -0.253, -0.130], [-0.438, 0.539, -0.451], [-0.208, -0.304, -0.021], [1.280, 0.181, 0.421], [-0.482, -0.233, -1.018], [0.311, -0.444, -0.127], [0.239, 0.052, 0.708], [0.205, 0.970, 0.706], [0.066, -1.842, 0.677], [-0.611, -1.170, -0.236]]}